[1]
Entry from the OMol25 dataset: a structure of composition C51H45CdN5O4S3Te at a distorted geometry (the ωB97M-V functional and the def2-TZVPD basis).

The calculation puts the lowest unoccupied orbital energy at -0.6 eV. The value obtained for the electronic energy is -113613.23585 eV. As for the gap between HOMO and LUMO: 6.74 eV. The value obtained for the energy above the lowest of the compared OMol25 structures with the same formula, charge and spin is 101.5 kJ/mol. Its highest occupied orbital energy is -7.31 eV.

XYZ file:
```
110
C51H45CdN5O4S3Te, DFT the ωB97M-V functional and the def2-TZVPD basis
Cd 0.14327 -0.11331 -0.09347
C -0.10067 0.19257 -3.79898
C -1.25664 -0.56845 -3.87288
C -1.30336 -1.81601 -3.27247
C -0.20167 -2.30287 -2.58891
C 0.95447 -1.53644 -2.50205
C 1.00688 -0.28976 -3.11796
H -0.05949 1.15461 -4.29278
H -2.10959 -0.18957 -4.41979
H -2.19979 -2.41286 -3.33410
H -0.23886 -3.28602 -2.14108
H 1.83911 -1.93873 -2.02282
H 1.91957 0.29110 -3.08939
O -0.17826 -4.89754 5.13083
C 0.47944 -3.96783 4.70355
O 1.27819 -3.18819 5.24811
C 0.35336 -3.55356 3.19339
C 1.47535 -3.58340 2.36576
C 1.46250 -2.87294 1.18172
N 0.41246 -2.16511 0.76877
C -0.70241 -2.21065 1.51068
C -0.77498 -2.89176 2.71583
C -1.87103 -1.41003 0.96351
O -2.81699 -1.14228 1.69245
O -1.75322 -1.05868 -0.25986
H 2.35510 -4.12788 2.67734
H 2.33736 -2.84310 0.53735
H -1.69603 -2.87648 3.27888
N 0.02660 0.72932 1.81502
S -0.01424 1.85980 2.72133
N 1.39148 2.20683 3.57504
S 2.64532 2.78741 2.89242
N 2.96369 2.53555 1.40264
S 3.09593 1.09034 0.58837
N 2.03126 0.75732 -0.35322
C 4.59856 1.42572 -0.37575
C 5.04205 0.41118 -1.21130
C 6.12752 0.63460 -2.03859
C 6.75722 1.87054 -2.03770
C 6.28841 2.89012 -1.22762
C 5.20249 2.66867 -0.39729
C 3.67530 0.00237 1.92876
C 5.03719 -0.06836 2.16128
C 5.49712 -0.78957 3.25019
C 4.59595 -1.42989 4.08540
C 3.23328 -1.34857 3.84998
C 2.76768 -0.61520 2.76812
C 3.98850 2.36285 4.00483
C 3.70549 1.65315 5.15769
C 4.73826 1.30943 6.01086
C 6.04001 1.67630 5.70438
C 6.31163 2.39632 4.54890
C 5.28335 2.74824 3.69313
C 2.62015 4.58311 2.96522
C 2.35184 5.19685 4.17952
C 2.30475 6.57700 4.24230
C 2.53397 7.33624 3.10344
C 2.80513 6.71196 1.89538
C 2.84472 5.33185 1.82282
C -0.29542 3.52401 2.04120
C -0.01044 3.76835 0.71178
C -0.08256 5.06844 0.23975
C -0.42069 6.09847 1.10176
C -0.70079 5.84211 2.43410
C -0.64129 4.54325 2.90806
C -1.20025 1.73362 4.06490
C -2.44720 1.24317 3.71951
C -3.43917 1.19966 4.68388
C -3.17042 1.63229 5.97360
C -1.90224 2.08046 6.31370
C -0.90550 2.13777 5.35319
H 4.52240 -0.53562 -1.20657
H 6.48187 -0.15095 -2.68655
H 7.60836 2.04262 -2.67825
H 6.76613 3.85887 -1.23380
H 4.81066 3.45705 0.22364
H 5.73266 0.43528 1.50524
H 6.55831 -0.84126 3.44149
H 4.95101 -1.99873 4.93012
H 2.53105 -1.87742 4.48657
H 1.70772 -0.51272 2.58230
H 2.68409 1.37095 5.35367
H 4.52467 0.74713 6.90606
H 6.84618 1.39492 6.36475
H 7.32777 2.67705 4.31480
H 5.47106 3.30573 2.78778
H 2.17877 4.59022 5.05494
H 2.08915 7.06653 5.17927
H 2.49492 8.41370 3.15731
H 2.98049 7.30049 1.00871
H 3.02917 4.81266 0.89681
H 0.28327 2.94823 0.06878
H 0.13595 5.27599 -0.79587
H -0.46342 7.11077 0.73436
H -0.95364 6.65131 3.10313
H -0.85401 4.32033 3.94277
H -2.61685 0.87867 2.71808
H -4.41466 0.81887 4.42585
H -3.94638 1.60557 6.72511
H -1.68699 2.38134 7.32846
H 0.09035 2.48426 5.58804
C -2.77159 3.43956 -1.63781
Te -2.29489 1.34076 -1.12447
C -4.01855 1.31206 0.18817
H -2.68378 4.10435 -0.78237
H -3.78096 3.50893 -2.02835
H -2.08708 3.77489 -2.40764
H -4.92012 1.32822 -0.41977
H -4.01043 2.16402 0.86310
H -3.97123 0.38526 0.74876
```


[2]
Entry from the OMol25 dataset: a cluster of 2 separate species, C9H12NO2 in total at a distorted geometry (the ωB97M-V functional and the def2-TZVPD basis).

The total charge is -1. The calculation puts the lowest unoccupied orbital energy at 3.5 eV. The value obtained for the electronic energy is -15111.06281 eV. As for the gap between HOMO and LUMO: 6.31 eV. The value obtained for the energy above the lowest of the compared OMol25 structures with the same formula, charge and spin is 206.4 kJ/mol. Its highest occupied orbital energy is -2.76 eV.

XYZ file:
```
24
C9H12NO2, DFT the ωB97M-V functional and the def2-TZVPD basis
C 2.15568 -0.09226 0.58229
C 1.76010 2.47599 -0.44854
C 0.92986 0.31306 0.21618
C 0.00185 -0.39754 -0.70971
C -0.43841 0.02456 0.73643
C 0.31381 -1.92862 -0.89597
C -0.79773 0.17264 -1.88550
C -1.54686 0.93175 0.84576
C -0.53763 -0.96258 1.87151
N 3.23631 -0.13119 1.03984
O 1.95210 2.97642 0.56881
O 1.71877 2.33547 -1.63272
H -0.03055 -2.44645 -0.01908
H 1.48981 -1.80238 -0.96075
H -0.07578 -2.27954 -1.83840
H -0.48610 -0.20174 -2.87312
H -0.73426 1.26349 -2.07321
H -1.80355 -0.05347 -1.79574
H -1.56087 1.65315 0.18271
H -1.41155 1.32385 1.87011
H -2.45454 0.33015 0.58533
H -0.79839 -0.42956 2.82969
H 0.37570 -1.33572 2.23832
H -1.25777 -1.73948 1.56577
```


[3]
Entry from the OMol25 dataset: a structure of composition C4H3Na2O2 at a distorted geometry (the ωB97M-V functional and the def2-TZVPD basis).

As for the spin multiplicity: 2. The expectation value of S² is 0.7503. The calculation puts the lowest unoccupied orbital energy (spin up / spin down) at -0.3 / 0.0 eV. The value obtained for the electronic energy is -17120.13746 eV. As for the gap between HOMO and LUMO (spin up / spin down): 3.79 / 8.47 eV. Its highest occupied orbital energy (spin up / spin down) is -4.10 / -8.50 eV.

XYZ file:
```
11
C4H3Na2O2, DFT the ωB97M-V functional and the def2-TZVPD basis
Na 2.56968 0.33876 0.60950
O 0.78859 -1.12720 -0.18120
C -0.53625 -0.99348 0.20615
H -1.22154 -1.30692 -0.60852
H -0.91841 -1.52129 1.10228
C -1.35478 1.63081 0.08174
C -0.70890 0.48442 0.40715
C 0.09986 1.40697 -0.30656
O 1.17536 1.99914 -0.39654
Na 2.47791 -2.79053 -0.68129
H -2.37152 1.87933 -0.23271
```


[4]
Entry from the OMol25 dataset: a cluster of 3 separate species, C12H29N4O3 in total (the ωB97M-V functional and the def2-TZVPD basis).

The total charge is +1. The calculation puts the lowest unoccupied orbital energy at -2.8 eV. The value obtained for the electronic energy is -25010.37407 eV. As for the gap between HOMO and LUMO: 8.49 eV. Its highest occupied orbital energy is -11.30 eV.

XYZ file:
```
48
C12H29N4O3, DFT the ωB97M-V functional and the def2-TZVPD basis
C -3.81852 -1.05699 -5.63117
O -4.11635 -0.07746 -4.64996
C -3.07649 0.13844 -3.74437
C -3.57857 1.20577 -2.77464
C -2.75672 2.48087 -2.69247
N -1.37809 2.26608 -2.27151
C -1.13837 1.02734 -1.51893
C -2.30806 0.56735 -0.66140
N -3.65059 0.67997 -1.36219
H -2.85733 -0.85360 -6.11126
H -3.79519 -2.05472 -5.18631
H -4.60752 -1.00698 -6.37396
H -2.17280 0.49007 -4.25758
H -2.80991 -0.79119 -3.21861
H -4.60106 1.45674 -3.05883
H -2.77739 2.96112 -3.67017
H -3.26336 3.17001 -2.00624
H -0.77885 2.26476 -3.08284
H -0.31876 1.19653 -0.82064
H -0.82695 0.20850 -2.17692
H -2.16306 -0.48292 -0.42031
H -2.36165 1.08384 0.29416
H -4.13985 -0.21270 -1.33073
H -4.23215 1.33219 -0.83732
C -0.06203 -0.25960 1.70523
O -1.18614 0.02155 2.10585
N 0.51744 -1.45580 1.81264
C 1.86013 -1.71539 1.32509
C -0.19611 -2.51447 2.51218
H 0.58104 0.48281 1.19956
H 1.85192 -2.50551 0.57162
H 2.50342 -2.00546 2.15496
H 2.26350 -0.80612 0.88173
H -1.13634 -2.74424 2.01013
H -0.42167 -2.20938 3.53282
H 0.42936 -3.40226 2.53407
C 3.68155 0.07094 4.36321
O 2.97382 -0.90147 4.16257
N 4.89739 0.25918 3.82237
C 5.69668 1.43197 4.11943
C 5.44087 -0.76533 2.94730
H 3.37880 0.88851 5.03764
H 5.92060 1.99186 3.20981
H 6.63709 1.15103 4.59592
H 5.14672 2.08015 4.79828
H 4.80942 -0.90060 2.06882
H 5.50552 -1.72189 3.46611
H 6.43459 -0.46351 2.62685
```


[5]
Entry from the OMol25 dataset: a cluster of 2 separate species, C5H14S in total at a distorted geometry (the ωB97M-V functional and the def2-TZVPD basis).

The calculation puts the lowest unoccupied orbital energy at 0.9 eV. The value obtained for the electronic energy is -16246.02553 eV. As for the gap between HOMO and LUMO: 9.42 eV. The value obtained for the energy above the lowest of the compared OMol25 structures with the same formula, charge and spin is 123.1 kJ/mol. The SMILES is CCC.CSC. Its highest occupied orbital energy is -8.50 eV.

XYZ file:
```
20
C5H14S, DFT the ωB97M-V functional and the def2-TZVPD basis
C 1.17928 0.57217 2.58714
C 1.48213 -0.09260 1.18606
C 1.45671 -1.66127 1.35909
H 1.75956 -0.00893 3.28173
H 1.62050 1.57039 2.51998
H 0.09950 0.43777 2.68853
H 0.84965 0.36171 0.45770
H 2.39241 0.25772 0.72931
H 0.79831 -1.92846 2.14764
H 1.26908 -1.98987 0.31967
H 2.48914 -1.93480 1.49009
C -0.76054 -0.28794 -2.74576
S -2.06790 0.89744 -3.09294
C -2.78533 1.28441 -1.48834
H -0.08199 0.13341 -1.97077
H -1.05630 -1.28610 -2.47596
H -0.17103 -0.32604 -3.65053
H -2.83416 2.35870 -1.52341
H -2.05288 1.01197 -0.63960
H -3.58612 0.63032 -1.17964
```